Model w:
DFT (wB97M-V/def2-TZVPD) results for 3 unconnected molecules or ions with the total composition C3H11NO4.

Geometry as XYZ:
```
19
C3H11NO4 | OMol25 | wB97M-V/def2-TZVPD
C -0.75473 0.28866 1.43377
N -1.46626 0.45687 0.12459
C -0.69815 1.02198 -1.01407
C 0.71597 0.41696 -1.31549
O 1.60753 1.41064 -0.87073
O -0.47047 -1.02222 1.71306
H -1.30333 0.74560 2.25724
H 0.30819 0.69817 1.38271
H -1.33423 0.76263 -1.83499
H -0.62118 2.09939 -1.01134
H 0.79168 -0.55020 -0.70122
H 0.98359 0.19150 -2.36729
H 1.92928 0.73145 0.33479
H -1.40503 -2.92543 -0.82719
H -1.87429 -0.46253 -0.20690
O -1.16453 -2.06853 -0.40202
H -0.51300 -1.62856 0.85471
H 3.08507 -0.33274 1.27566
O 2.18387 0.16635 1.17471
```

Model x:
DFT (wB97M-V/def2-TZVPD) results for 3 unconnected molecules or ions with the total composition C3H11NO4.

Geometry as XYZ:
```
19
Properties=species:S:1:pos:R:3
N -0.07095 0.42296 -0.70101
C 0.86790 0.54321 0.37964
C 1.84054 -0.62778 0.35364
O 2.11264 -1.24808 -0.63231
C 0.24989 0.66599 1.80595
O -1.15227 0.93478 1.65471
H -0.81382 1.10002 -0.63369
H -0.45596 -0.49059 -0.89888
H 1.49203 1.40636 0.15828
H 2.28556 -0.86531 1.34383
H 0.32458 -0.28542 2.32528
H 0.70966 1.53422 2.27855
H -1.46413 1.44879 2.40302
O 1.77160 0.43505 -3.64814
H 1.45333 -0.29151 -4.18794
H 1.29861 0.36428 -2.80837
O -3.52889 -1.58943 -0.08142
H -3.65473 -0.99995 0.66341
H -3.26559 -2.45759 0.22547
```

Properties
- SMILES = N[C@H](C=O)CO.O.O

So which one is most stable? That would be model x, about 0.2636 hartree below the next structure.

Model w:
DFT (wB97M-V/def2-TZVPD) results for 3 unconnected molecules or ions with the total composition C3H11NO4.

Geometry as XYZ:
```
19
Properties=species:S:1:pos:R:3
C -1.83349 1.02952 0.54276
C -0.61451 0.35393 1.11264
O -0.12502 0.87367 2.11728
N -0.26122 -0.92526 0.79784
C -0.48479 -1.49651 -0.56085
O 0.73432 -1.61716 -1.23603
H -1.70151 2.04915 0.22990
H -2.59775 0.93806 1.30286
H -2.23139 0.49994 -0.31437
H 0.67580 -1.13958 1.11214
H -1.27112 -0.94762 -1.06390
H -0.72392 -2.51249 -0.36699
H 1.00460 -0.79570 -1.66475
O 2.35670 0.02678 2.46490
H 1.41135 0.31334 2.46241
H 2.86100 0.82739 2.62334
O 0.95658 0.47448 -3.04331
H 0.17179 1.02584 -3.13162
H 1.67260 1.02222 -3.38423
```

Properties
- SMILES = CC(=O)NCO.O.O

Model x:
DFT (wB97M-V/def2-TZVPD) results for 3 unconnected molecules or ions with the total composition C3H11NO4.

Geometry as XYZ:
```
19
Properties=species:S:1:pos:R:3
N -1.35069 2.38060 -2.01044
C -1.45779 1.19363 -2.91293
C -1.85576 -0.04525 -2.11548
C -0.62627 -0.73942 -1.65822
O 0.32775 -0.50543 -0.98792
O -0.67034 -2.02488 -2.27309
H -0.74638 2.20982 -1.22206
H -2.25781 2.64583 -1.64600
H -2.28329 1.60543 -3.54437
H -0.46000 1.08429 -3.37127
H -2.43760 -0.83311 -2.64845
H -2.58977 0.21528 -1.34561
H -0.09223 -2.72119 -1.90500
O 3.62139 -0.58985 5.84789
H 3.14223 -1.41531 5.71197
H 4.25098 -0.49245 5.12647
O 1.02254 0.20488 3.70765
H 1.05951 1.18174 3.75629
H 0.89666 0.15348 4.66924
```

Properties
- SMILES = NCCC(=O)O.O.O

So which one is most stable? That would be model w, about 0.0302 hartree below the next structure.

Model w:
DFT (wB97M-V/def2-TZVPD) results for a molecular structure, C32H29IIrNOS4.

Geometry as XYZ:
```
69
C32H29IIrNOS4 | OMol25 | wB97M-V/def2-TZVPD
Ir -0.32502 0.18035 0.22437
I -2.12218 1.00651 -1.90590
C -1.90680 -0.99927 -2.69189
C -2.41371 -1.20432 -3.94443
C -2.34260 -2.47998 -4.51864
C -1.82226 -3.51311 -3.79446
C -1.31089 -3.31275 -2.49563
C -0.78480 -4.39462 -1.76259
C -0.28759 -4.19271 -0.50742
C -0.25945 -2.90287 0.04243
C -0.71181 -1.79125 -0.63406
C -1.30757 -2.00462 -1.90900
H -2.86770 -0.39108 -4.49077
H -2.70739 -2.63461 -5.52307
H -1.79155 -4.50966 -4.21157
H -0.77296 -5.37275 -2.22388
H 0.11150 -5.01314 0.07038
H 0.16153 -2.78923 1.03071
S 1.78531 -0.79321 1.46686
C 1.68333 -0.27323 3.11275
C 2.55445 -0.83610 4.05476
C 2.55181 -0.40776 5.36338
C 1.66187 0.58490 5.77151
C 0.77742 1.12700 4.86885
C 0.78010 0.72424 3.53138
S -0.30791 1.51603 2.44507
H 3.22528 -1.61953 3.73121
H 3.22516 -0.84642 6.08583
H 1.64577 0.91944 6.79902
H 0.06040 1.87685 5.17174
N 0.62823 2.17493 -0.34983
S 1.74781 2.69667 -1.34229
C 3.29086 2.02215 -0.65730
C 4.36956 1.78337 -1.49046
C 5.55653 1.32434 -0.94581
C 5.65455 1.11979 0.42348
C 4.56676 1.36410 1.24723
C 3.38122 1.83577 0.70859
C 1.53565 1.52418 -2.70270
C 1.19714 2.01304 -3.95273
C 0.84127 1.12326 -4.95180
C 0.82860 -0.23805 -4.68682
C 1.18370 -0.71936 -3.43685
C 1.53043 0.16414 -2.42752
H 0.09688 2.94731 0.02779
H 4.27463 1.95302 -2.55329
H 6.40658 1.13860 -1.58800
H 6.59086 0.78374 0.84529
H 4.63068 1.18916 2.31008
H 2.52735 2.05994 1.33042
H 1.21117 3.07807 -4.13601
H 0.56906 1.49542 -5.92826
H 0.54462 -0.93022 -5.46281
H 1.18078 -1.78138 -3.24074
H 1.82014 -0.20205 -1.44880
O -2.56389 -0.28129 1.25154
S -2.91160 1.14134 1.48708
C -3.47645 1.20470 3.23187
C -4.87548 0.62965 3.20718
C -5.59495 1.32599 2.05648
C -4.65024 1.31144 0.86539
H -3.45044 2.25342 3.52541
H -2.77986 0.62579 3.83240
H -5.39012 0.77631 4.15710
H -4.80477 -0.44041 3.00657
H -5.82430 2.35448 2.33867
H -6.53328 0.82993 1.81151
H -4.68364 2.22770 0.28074
H -4.80776 0.46792 0.20024
```

Model x:
DFT (wB97M-V/def2-TZVPD) results for a molecular structure, C32H29IIrNOS4.

Geometry as XYZ:
```
69
C32H29IIrNOS4 | OMol25 | wB97M-V/def2-TZVPD
Ir -1.11453 -0.40922 0.59316
I 0.89721 -0.22329 2.44088
C -0.12928 1.30899 3.39478
C 0.43651 1.91022 4.47827
C -0.27746 2.93970 5.13173
C -1.51153 3.29554 4.67493
C -2.10500 2.65371 3.55766
C -3.40570 3.01157 3.13234
C -3.98651 2.34702 2.09523
C -3.28169 1.33393 1.41031
C -1.99910 0.96974 1.73627
C -1.40310 1.62045 2.86990
H 1.40877 1.60477 4.84072
H 0.16042 3.43049 5.99114
H -2.07734 4.07323 5.17437
H -3.92619 3.80234 3.65944
H -4.99566 2.59288 1.78757
H -3.78830 0.81995 0.60130
S -1.95603 -1.95167 2.14985
C -2.68588 -3.25364 1.24067
C -3.15603 -4.39610 1.89505
C -3.73916 -5.42541 1.17686
C -3.85562 -5.32805 -0.20947
C -3.40577 -4.18874 -0.85463
C -2.82642 -3.14936 -0.12510
S -2.25997 -1.70961 -0.95032
H -3.05945 -4.45806 2.97275
H -4.10694 -6.30260 1.69394
H -4.29676 -6.13584 -0.77931
H -3.49772 -4.08515 -1.92992
N -1.44490 1.15942 -0.98531
S -0.71420 2.04491 -2.08275
C 0.22487 0.97018 -3.16990
C 1.42119 1.38562 -3.74199
C 2.05552 0.55703 -4.65643
C 1.50075 -0.67428 -4.98410
C 0.30193 -1.07409 -4.40738
C -0.35003 -0.24172 -3.50763
C 0.63708 2.83848 -1.24117
C 1.44862 2.09342 -0.39184
C 2.39628 2.75157 0.37414
C 2.52859 4.13524 0.28733
C 1.73206 4.86203 -0.58400
C 0.77680 4.21150 -1.35690
H -2.43688 1.34793 -1.03128
H 1.86153 2.33595 -3.46756
H 2.98190 0.87509 -5.11795
H 2.00324 -1.32211 -5.69199
H -0.13525 -2.03118 -4.66153
H -1.28433 -0.54083 -3.05485
H 1.32551 1.01760 -0.33518
H 3.02951 2.18284 1.04364
H 3.25687 4.64693 0.90369
H 1.84367 5.93588 -0.65662
H 0.14699 4.77124 -2.03801
O 0.91362 -1.10116 -0.79430
S 1.65873 -2.28373 -1.37299
C 2.42017 -3.12509 0.04088
C 3.68099 -2.33831 0.36950
C 4.35892 -2.10152 -0.97641
C 3.26354 -1.60276 -1.92292
H 2.64654 -4.14290 -0.28595
H 1.67576 -3.15085 0.83721
H 4.32330 -2.86860 1.07366
H 3.40604 -1.38228 0.82346
H 4.78032 -3.03679 -1.35045
H 5.17066 -1.37795 -0.89852
H 3.41777 -1.90206 -2.95822
H 3.12055 -0.52244 -1.87976
```

So which one is most stable? That would be model x, about 0.0905 hartree below the next structure.

Model w:
DFT (wB97M-V/def2-TZVPD) results for 2 unconnected molecules or ions with the total composition C2H3F3O.

Geometry as XYZ:
```
9
C2H3F3O | OMol25 | wB97M-V/def2-TZVPD
C 1.43282 0.30628 0.18764
C -1.60638 0.06330 0.01497
O 1.82977 -0.94897 0.11977
F -2.09913 0.79601 1.03602
F -2.10119 -1.18692 0.09687
F -1.99512 0.61706 -1.14912
H 1.33234 0.92216 -0.69167
H 1.29230 0.70510 1.17337
H 1.91459 -1.27401 -0.78784
```

Model x:
DFT (wB97M-V/def2-TZVPD) results for 3 unconnected molecules or ions with the total composition C2H3F3O.

Geometry as XYZ:
```
9
C2H3F3O | OMol25 | wB97M-V/def2-TZVPD
C 0.91922 1.18125 -0.74619
C -0.62031 -1.03795 0.10076
O 0.27136 1.97162 -0.29360
F -0.77719 -0.81605 -1.19610
F 0.61341 -1.54752 0.16707
F -0.01692 1.61018 1.43192
H -0.63455 -0.11251 0.65239
H 1.62922 0.41679 -0.54339
H -1.38424 -1.66581 0.42713
```

So which one is most stable? That would be model w, about 0.0476 hartree below the next structure.